i | ORCA calculation (ωB97M-V with the def2-TZVPD basis set) on C2H3I3O2 as an isolated structure.

Atoms and positions in Å:
1 C -0.625 -1.543 -0.807
2 C -0.541 -0.225 -0.055
3 O 0.658 0.336 -0.326
4 O -0.750 -0.268 1.289
5 I 1.364 -2.667 -0.341
6 I -2.170 -2.675 0.006
7 I -2.167 1.035 -0.735
8 H -0.788 -1.634 -1.928
9 H 0.808 1.137 0.271
10 H 0.096 -0.709 1.626

Summary:
E_HOMO (eV): -9.10
LUMO level (eV): -0.8

=====

ii | ORCA calculation (ωB97M-V with the def2-TZVPD basis set) on one molecule with the formula C2H3I3O2.

Atoms and positions in Å:
1 C 1.199 0.468 0.371
2 C 0.004 0.046 -0.110
3 O -1.082 0.686 0.416
4 O -0.184 -0.881 -1.095
5 I 2.072 -3.164 0.033
6 I 3.173 -0.351 0.096
7 I 6.199 1.017 -0.076
8 H 1.075 1.368 0.935
9 H -1.769 0.174 -0.029
10 H 0.498 -1.685 -1.152

Summary:
E_HOMO (eV): -8.66
LUMO level (eV): -3.8

=====

Energetically preferred structure: i | next structure: +43.8 kcal/mol

=====

i | ORCA calculation (ωB97M-V with the def2-TZVPD basis set) on a 2-piece molecular cluster, C4H8O overall.

Atoms and positions in Å:
1 C -2.536 2.578 -0.087
2 C -1.389 1.896 -0.405
3 C -1.023 0.665 0.195
4 C 0.080 -0.007 -0.235
5 H -3.088 2.366 0.820
6 H -3.055 3.239 -0.770
7 H -0.701 2.329 -1.118
8 H -1.918 0.194 0.553
9 H 0.727 0.276 -1.064
10 H 0.405 -0.953 0.173
11 H 3.999 -4.016 1.381
12 H 3.933 -4.431 -0.055
13 O 4.567 -4.137 0.612

Summary:
Spin multiplicity: 2
E_HOMO (alpha / beta) (eV): -13.59 / -13.59
Total charge: +1
LUMO level (alpha / beta) (eV): -6.0 / -8.5

=====

ii | ORCA calculation (ωB97M-V with the def2-TZVPD basis set) on a 2-piece molecular cluster, C4H8O overall.

Atoms and positions in Å:
1 C 2.373 1.329 0.691
2 C 2.808 0.143 1.120
3 H 2.050 2.062 1.421
4 H 2.675 1.715 -0.275
5 H 2.874 -0.107 2.172
6 H 3.321 -0.550 0.463
7 C -1.280 0.137 -1.577
8 C -1.765 -0.142 -0.314
9 O -2.101 -1.304 0.159
10 H -1.354 -0.603 -2.364
11 H -1.199 1.190 -1.813
12 H -2.097 0.653 0.345
13 H -1.849 -1.978 -0.512

Summary:
Spin multiplicity: 2
E_HOMO (alpha / beta) (eV): -13.24 / -13.16
Total charge: +1
LUMO level (alpha / beta) (eV): -5.1 / -9.0

=====

Energetically preferred structure: i | next structure: +8.4 kcal/mol

=====

i | ORCA calculation (ωB97M-V with the def2-TZVPD basis set) on a 3-piece molecular cluster, C4H13NS overall.

Atoms and positions in Å:
1 C -1.145 -0.752 1.260
2 C -0.244 0.504 1.169
3 N -0.594 1.187 -0.035
4 C -0.753 2.597 -0.094
5 H -1.050 -1.229 0.261
6 H -0.804 -1.520 2.019
7 H -2.178 -0.531 1.423
8 H -0.476 1.073 2.050
9 H 0.837 0.245 1.272
10 H 0.093 0.932 -0.748
11 H 1.998 -0.242 -1.709
12 H -1.759 2.846 0.310
13 H -0.831 2.882 -1.180
14 H 0.116 3.198 0.295
15 C 1.477 -2.236 -1.175
16 S 0.252 -1.281 -2.165
17 H 1.406 -2.125 -0.081
18 H 1.163 -3.301 -1.333
19 H 2.493 -2.249 -1.538

Summary:
E_HOMO (eV): -8.40
LUMO level (eV): -1.7

=====

ii | ORCA calculation (ωB97M-V with the def2-TZVPD basis set) on a 2-piece molecular cluster, C4H13NS overall.

Atoms and positions in Å:
1 C 2.509 -0.321 0.769
2 C 2.640 1.199 0.980
3 N 1.779 1.401 2.251
4 H 2.258 -0.725 1.821
5 H 3.450 -0.895 0.756
6 H 1.770 -0.845 0.162
7 H 2.385 1.891 0.230
8 H 3.762 1.586 1.180
9 H 2.522 1.136 2.942
10 H 1.679 2.404 2.533
11 C -1.730 -2.035 -0.909
12 S -2.238 -0.309 -0.593
13 C -1.184 0.467 -1.903
14 H -2.200 -2.377 -1.869
15 H -0.632 -2.126 -0.971
16 H -2.127 -2.521 -0.037
17 H -1.448 0.069 -2.880
18 H -0.152 0.119 -1.824
19 H -1.322 1.564 -1.930

Summary:
E_HOMO (eV): -8.41
LUMO level (eV): 1.0

=====

Energetically preferred structure: ii | next structure: +62.9 kcal/mol